No. 1
16
Properties=species:S:1:pos:R:3 method="wB97M-V/def2-TZVPD" smiles=N[C@]12CCS[C@@H]1C2 de_lowest_kj_mol=270.9 lumo_ev=0.93
C -0.2111 -0.0474 -0.6407
C -0.4373 -1.0013 0.5279
C 0.0790 -0.1627 1.7538
C 1.2327 0.3538 -0.4250
C 0.7150 0.1355 -1.8121
H -1.3208 1.4560 0.3007
H -2.0598 0.7771 -1.0308
H -1.4850 -1.2241 0.5873
H 0.2034 -1.9324 0.4224
H 0.6834 -0.7669 2.4584
H -0.7640 0.2771 2.3417
H 1.7509 -0.5526 -0.1991
H 1.2475 -0.6283 -2.3812
H 0.3533 0.9882 -2.3840
N -1.1400 1.0614 -0.6486
S 1.1529 1.2667 1.1294

***

No. 2
19
Properties=species:S:1:pos:R:3 method="wB97M-V/def2-TZVPD" smiles=CCC.CC de_lowest_kj_mol=50.1 lumo_ev=1.15
C -0.2360 -1.0840 -1.4803
C -0.8423 -0.8195 -0.1081
C -0.6898 -2.3906 -2.1334
H 0.8600 -1.0319 -1.4605
H -0.4782 -0.2851 -2.1895
H -0.1682 -0.3597 0.6151
H -1.6774 -0.1146 -0.0544
H -1.7656 -2.3617 -2.3045
H -0.6181 -3.2092 -1.4176
H -1.1996 -1.7773 0.2663
H -0.0845 -2.6249 -2.9991
C 1.3735 1.6027 2.0628
C 0.3768 2.4616 1.2724
H 0.8395 1.0718 2.8723
H 1.7067 0.7171 1.5130
H 2.1314 2.2158 2.5487
H -0.5655 1.9954 0.9809
H 0.8319 2.5637 0.2847
H 0.2054 3.4305 1.7312

***

No. 3
74
Properties=species:S:1:pos:R:3 method="wB97M-V/def2-TZVPD" charge=+3 spin_multiplicity=2 lumo_ev="-11.35 / -11.96" s2=0.7808
Pb -2.2890 0.4991 -1.1253
C -0.1118 3.4397 1.0984
C -0.0998 2.2025 0.3675
N -1.2082 1.4926 0.6825
N -1.9943 2.2521 1.5925
C -1.2238 3.3354 1.9638
B -3.5824 2.1107 1.5214
N -3.9250 0.5082 1.5001
C -3.8363 -0.3161 2.5691
C -3.9168 -1.6667 2.0574
C -4.0332 -1.5595 0.6501
N -4.0403 -0.2315 0.2936
N -4.1665 2.6912 0.1952
C -5.0675 3.6984 0.0569
C -5.1030 4.1294 -1.2918
C -4.1957 3.2695 -1.9667
N -3.5923 2.4353 -1.0768
N -4.1456 2.7308 2.7995
C -5.4888 2.9701 3.1075
C -5.6239 2.8296 4.5133
C -4.3084 2.7072 5.0199
N -3.4173 2.6420 4.0057
H 0.6622 4.2015 1.0726
H 0.6630 1.7933 -0.2701
H -1.5051 3.9730 2.7665
H -3.8197 0.0002 3.6048
H -3.8219 -2.5722 2.6165
H -4.1529 -2.3440 -0.1398
H -5.6809 4.1204 0.8355
H -5.6209 4.9778 -1.7096
H -3.9669 3.2185 -3.0152
H -6.2854 3.2292 2.3621
H -6.5167 2.7732 5.0768
H -3.9790 2.6277 6.0672
C -2.0710 -3.4180 -2.0220
N -1.3076 -2.2909 -1.4390
C -0.0855 -2.1053 -2.2692
N 0.7338 -3.3732 -2.2661
C -0.1235 -4.5454 -2.8035
N -1.3256 -4.7105 -2.0010
C -0.9279 -5.0388 -0.6090
N -0.1397 -3.9561 0.0361
C -0.9365 -2.7016 -0.0147
C 1.0663 -3.6724 -0.8267
H -2.2860 -3.2207 -3.0942
H -2.9931 -3.5378 -1.4270
H 0.5635 -1.3217 -1.8734
H -0.3516 -1.8060 -3.2746
H 0.5127 -5.4385 -2.8161
H -0.3208 -4.2925 -3.8164
H -0.3458 -5.9727 -0.7388
H -1.8570 -5.2227 -0.0541
H -0.2781 -1.9016 0.3453
H -1.8676 -2.8033 0.5933
H 1.7453 -4.5185 -0.8075
H 1.5538 -2.7513 -0.4612
S 6.8901 -0.0287 -4.2412
C 5.8575 0.2897 -2.9591
S 4.1441 0.1691 -3.2078
C 3.9152 0.3199 -1.4525
N 5.0642 0.4020 -0.8065
N 6.1247 0.3107 -1.6201
C 7.4130 0.4869 -0.9689
C 8.6521 0.5326 -1.5940
C 9.8108 0.7986 -0.8434
C 9.6996 1.0571 0.5213
C 8.4417 0.9754 1.1594
C 7.3262 0.7029 0.4385
S 2.4223 0.2601 -0.7636
H 8.6276 0.3246 -2.6772
H 10.7945 0.8065 -1.3477
H 10.5872 1.2425 1.1192
H 8.3097 1.2239 2.1863
H 6.3553 0.5573 0.8960

***

No. 4
20
Properties=species:S:1:pos:R:3 method="wB97M-V/def2-TZVPD" de_lowest_kj_mol=51.3 lumo_ev=-0.51
C -1.6059 0.2390 -0.9251
C -1.3200 -2.3626 0.7228
C -0.1756 0.3173 1.8269
Si 2.5422 2.0589 -1.7210
Si 1.6112 -0.9077 -0.7670
Si -0.4536 -0.7220 0.2523
Br 1.4435 -2.1296 -2.6810
H -1.1041 1.0953 -1.3669
H -1.9543 -0.3920 -1.7376
H -2.4829 0.6081 -0.3987
H -2.2976 -2.1901 1.1672
H -1.4658 -2.9901 -0.1532
H -0.7288 -2.9304 1.4380
H -0.0361 1.3665 1.5816
H -1.0273 0.2511 2.4977
H 0.7003 -0.0102 2.3783
H 3.7477 1.9588 -2.5307
H 2.7755 2.7730 -0.4692
H 1.4253 2.6222 -2.4680
H 2.7122 -1.6413 -0.1375

***

No. 5
49
Properties=species:S:1:pos:R:3 method="wB97M-V/def2-TZVPD" charge=+1 lumo_ev=-4.21
C 2.6333 -0.5265 -4.2976
C 1.6521 -0.6296 -3.1804
O 0.4050 -0.5259 -3.2241
N 2.4264 -0.7647 -1.8128
H 2.6259 -1.7304 -1.5943
H 3.3749 -0.4181 -1.8297
C 1.6778 0.0536 -0.7600
H 3.2925 0.3413 -4.2735
H 2.2129 -0.6839 -5.2909
H 3.2995 -1.3887 -4.2692
H 0.9867 -0.5557 -0.1775
H 0.9758 0.7902 -1.1507
H 2.3118 0.4363 0.0398
C -1.0906 -0.8572 -1.0467
C -0.3830 -1.6335 0.0385
O 0.2073 -1.0996 0.9240
N -0.5253 -3.1586 -0.0608
H -0.8704 -3.6658 0.7415
H -1.2819 -3.4081 -0.6815
C 0.6777 -3.9974 -0.5503
H -1.9383 -1.2983 -1.5712
H -0.4447 -0.9951 -1.9139
H -1.2922 0.1716 -0.7484
H 0.7235 -3.4966 -1.5174
H 0.3231 -5.0272 -0.5934
H 1.4957 -3.8547 0.1559
C -3.4147 0.6401 2.1664
C -2.2765 1.3920 2.8245
O -2.3739 1.7128 4.0154
N -1.0586 1.7083 1.9732
H -1.3553 1.6927 1.0079
H -0.8453 2.6665 2.2106
C 0.1035 0.7411 2.1135
H -3.9081 1.2347 1.3976
H -4.2497 0.3033 2.7807
H -2.9635 -0.2440 1.7159
H 0.4000 0.6328 3.1568
H 1.0117 1.1518 1.6726
H -0.1367 -0.2408 1.7056
B 0.4851 3.3251 2.5135
F -0.4955 3.2665 3.4833
F -0.2696 3.5132 1.4165
F 1.4546 4.2641 2.7317
F 1.1915 2.1766 2.4818
B -0.9331 1.6428 -0.5118
F -1.2529 1.7259 -1.8751
F -0.9005 2.8512 0.0537
F -1.9130 0.8971 -0.0420
F 0.2251 0.8684 -0.3473

***

No. 6
123
Properties=species:S:1:pos:R:3 method="wB97M-V/def2-TZVPD" de_lowest_kj_mol=0.0 lumo_ev=-0.64
C 0.0795 -3.1825 -1.6761
C 1.0331 -2.0648 -2.1674
P 0.2182 -0.3691 -2.1564
C 0.8974 0.5761 -3.6124
C -1.5875 -0.7164 -2.3743
C -2.1536 -1.1548 -3.5403
C -3.5682 -1.4646 -3.6965
C -4.4352 -1.3190 -2.6531
C -5.9248 -1.6474 -2.6750
C -6.7566 -0.8400 -3.7426
C -7.5267 -1.8995 -4.6121
C -7.8796 -0.0671 -2.9684
C -3.8616 -0.8304 -1.4160
N -4.5522 -0.6205 -0.2918
S -3.5306 -0.1024 0.8436
N -2.1293 -0.0905 0.0002
C -2.4421 -0.5061 -1.2184
H -0.3018 -2.9278 -0.6683
H -0.7934 -3.3179 -2.3365
H 0.5776 -4.1622 -1.5865
H 1.4051 -2.3468 -3.1726
H 1.9178 -2.0578 -1.5079
H 1.4747 1.4427 -3.2562
H 0.1041 0.9144 -4.3014
H 1.6139 -0.0743 -4.1509
H -1.4447 -1.2972 -4.3656
H -3.9403 -1.8206 -4.6616
H -6.3173 -1.3860 -1.6799
H -6.0464 -2.7242 -2.8790
H -6.1587 -0.1689 -4.3757
H -8.3600 -1.3603 -5.0996
H -7.9960 -2.6102 -3.9106
H -6.8758 -2.3981 -5.3461
H -8.3725 -0.8231 -2.3267
H -8.6403 0.2250 -3.7107
H -7.4935 0.7895 -2.4008
O -8.7658 2.8286 -4.4990
P -10.0033 3.5397 -4.9987
N -9.1594 4.6294 -6.0489
C -9.5196 5.9876 -6.4045
C -8.4098 3.9958 -7.1304
N -10.3630 4.3182 -3.5009
C -10.4554 5.7530 -3.3252
C -9.8155 3.7148 -2.2902
N -11.5775 4.0430 -5.5971
C -12.7150 3.5286 -4.7905
C -11.8413 3.5560 -6.9746
H -10.4006 6.0600 -7.0580
H -8.6949 6.4670 -6.9372
H -9.6865 6.6203 -5.5389
H -9.0546 3.7111 -7.9736
H -7.9067 3.0922 -6.7844
H -7.6275 4.6566 -7.5080
H -9.4703 6.2347 -3.3623
H -10.9068 5.9927 -2.3576
H -11.1192 6.2074 -4.0614
H -8.7594 3.9754 -2.1483
H -9.9029 2.6305 -2.3192
H -10.3712 4.0493 -1.4100
H -12.7002 2.4369 -4.7229
H -13.6621 3.8361 -5.2382
H -12.7168 3.9311 -3.7820
H -11.7261 2.4714 -7.0516
H -11.1763 4.0195 -7.7022
H -12.8513 3.8208 -7.2878
O 7.4857 -0.0865 -0.5250
P 6.4933 -0.1710 0.6138
N 5.1501 0.4515 -0.2867
C 4.0367 1.2444 0.1989
C 4.7457 -0.3518 -1.4346
N 7.2190 1.0787 1.5595
C 6.5391 2.2870 1.9774
C 8.6233 1.3757 1.3043
N 5.4890 -0.5815 1.9945
C 6.2635 -0.9680 3.2047
C 4.6081 -1.7452 1.7246
H 3.3350 0.6877 0.8349
H 3.4557 1.6308 -0.6422
H 4.3543 2.1309 0.7388
H 4.1290 -1.2125 -1.1389
H 5.6110 -0.7400 -1.9733
H 4.1794 0.2409 -2.1567
H 6.3848 2.9809 1.1412
H 7.1220 2.8107 2.7415
H 5.5855 2.0667 2.4581
H 8.7508 2.0044 0.4143
H 9.1976 0.4618 1.1667
H 9.0662 1.8975 2.1575
H 6.9369 -1.8051 2.9974
H 5.5906 -1.2564 4.0130
H 6.8539 -0.1480 3.6004
H 5.1767 -2.6156 1.3853
H 3.8551 -1.5175 0.9704
H 4.0532 -2.0210 2.6213
O 7.0740 -1.9704 6.2725
P 8.3574 -2.5922 6.8028
N 7.6166 -4.1645 6.9275
C 7.8748 -5.2024 7.9062
C 7.1847 -4.7514 5.6619
N 8.2925 -1.8086 8.3377
C 8.1718 -2.4974 9.6061
C 7.5749 -0.5401 8.4048
N 9.9241 -3.2715 7.2275
C 10.9583 -2.2456 7.5268
C 10.5086 -4.0805 6.1281
H 8.8549 -5.6883 7.7954
H 7.1236 -5.9915 7.8230
H 7.7848 -4.8505 8.9284
H 8.0169 -5.2081 5.1078
H 6.7337 -4.0001 5.0125
H 6.4220 -5.5161 5.8211
H 7.1668 -2.9122 9.7526
H 8.3735 -1.8123 10.4350
H 8.9178 -3.2857 9.7096
H 6.4898 -0.6902 8.4579
H 7.7960 0.0808 7.5390
H 7.8846 0.0299 9.2847
H 11.0931 -1.5533 6.6910
H 11.9153 -2.7272 7.7366
H 10.7153 -1.6657 8.4123
H 10.5722 -3.5135 5.1957
H 9.9295 -4.9825 5.9370
H 11.5084 -4.4231 6.3949

***

No. 7
39
Properties=species:S:1:pos:R:3 method="wB97M-V/def2-TZVPD" charge=-1 smiles="Cc1ccc([C@@H](C=[N+]([O-])[O-])[C@@](C)(C#N)c2ccccc2)cc1" de_lowest_kj_mol=112.6 lumo_ev=2.85
C -4.3093 -0.9271 2.2226
C -2.8474 -0.7711 1.8604
C -2.2997 0.4890 1.6048
C -0.9446 0.6444 1.3081
C -0.1096 -0.4682 1.1985
C 1.3547 -0.3464 0.7657
C 2.1760 -1.1286 1.7129
N 3.4477 -0.7140 2.0363
O 4.3414 -1.4556 2.5176
O 3.7118 0.5039 1.7443
C -0.6268 -1.7060 1.5988
C -1.9895 -1.8649 1.8754
H -4.5780 -1.9812 2.3255
H -4.5423 -0.4258 3.1696
H -4.9309 -0.4761 1.4479
H -2.9697 1.3502 1.6367
H -0.5604 1.6456 1.0828
H 1.7047 0.6973 0.6965
H 1.8863 -2.0473 2.2430
H -0.0203 -2.6146 1.6071
H -2.3778 -2.8677 2.0866
C 3.1131 -0.0954 -1.2916
C 1.6013 -0.2373 -0.8598
C 1.2048 -1.6415 -1.0890
N 0.8767 -2.7627 -1.1004
C 0.6911 0.7349 -1.7142
C 1.1266 2.0353 -2.0097
C 0.3047 2.9183 -2.6986
C -0.9528 2.5207 -3.1473
C -1.3448 1.1946 -2.9556
C -0.5312 0.3080 -2.2266
H 3.4310 0.9102 -1.5901
H 3.6742 -0.3461 -0.3929
H 3.4104 -0.7754 -2.1106
H 2.0812 2.3874 -1.6255
H 0.6267 3.9430 -2.8716
H -1.6179 3.2187 -3.6765
H -2.3022 0.8468 -3.3519
H -0.9094 -0.6957 -2.0294

***

No. 8
15
Properties=species:S:1:pos:R:3 method="wB97M-V/def2-TZVPD" de_lowest_kj_mol=0.0 lumo_ev=0.54
C -0.6101 0.8857 0.1054
C 0.8707 -1.1696 1.5675
C 0.7244 2.8192 -0.5890
C -0.7680 -0.3716 -0.3099
C -0.1605 -1.0077 -1.5084
N 0.2385 1.7322 -0.5468
N 0.2464 -0.9937 2.5680
O 1.7072 -1.3379 0.7857
O 1.2876 3.8081 -0.7966
F -1.6633 -1.1403 0.3630
H -1.1241 1.2580 0.9839
H -0.7932 -0.8570 -2.3838
H -0.0481 -2.0777 -1.3510
H 0.8107 -0.5612 -1.6974
H -0.7183 -0.9866 2.8095

***

No. 9
89
Properties=species:S:1:pos:R:3 method="wB97M-V/def2-TZVPD" charge=+1 de_lowest_kj_mol=150.4 lumo_ev=-3.60
Sn 0.0923 -0.9929 -0.0718
C 3.3165 0.3315 -1.2258
O 2.6391 -0.3255 -0.1749
C 3.2748 -0.3996 1.0448
C 4.4694 0.2410 1.3224
C 5.0367 0.1370 2.5831
C 4.4356 -0.6381 3.5590
C 3.2731 -1.3302 3.2727
C 2.6698 -1.2147 2.0227
N 1.5042 -1.8921 1.6505
N 1.2589 -2.9910 2.2665
C 0.4057 -3.9116 1.8048
C 0.1585 -4.0927 0.4060
O 0.4022 -3.1933 -0.4969
C -0.2726 -5.3785 -0.0275
C -0.7074 -6.3183 0.8522
C -0.6993 -6.0802 2.2509
C -1.2861 -6.9703 3.1659
C -1.2449 -6.7183 4.5134
C -0.5852 -5.5845 4.9895
C -0.0185 -4.6910 4.1134
C -0.0744 -4.9062 2.7310
H 4.3067 -0.1026 -1.3832
H 2.7106 0.1875 -2.1208
H 3.4051 1.4022 -1.0171
H 4.9787 0.8188 0.5680
H 5.9550 0.6633 2.7901
H 4.8820 -0.7146 4.5383
H 2.8105 -1.9675 4.0094
H -0.3160 -5.5427 -1.0951
H -1.0947 -7.2599 0.4960
H -1.7913 -7.8494 2.7961
H -1.7185 -7.3945 5.2066
H -0.5497 -5.3957 6.0498
H 0.4689 -3.7984 4.4703
C -1.9182 1.9191 -4.3248
N -2.0099 0.4933 -4.1649
C -2.0945 -0.4498 -5.1536
C -2.2382 -1.6537 -4.5624
N -2.2410 -1.4676 -3.1865
C -2.0746 -0.1208 -2.9578
S -2.0022 0.7415 -1.5395
C -2.5569 -2.4401 -2.2302
C -3.1442 -3.6476 -2.6156
C -3.5030 -4.5525 -1.6359
C -3.2968 -4.2229 -0.3024
C -2.7109 -3.0057 -0.0210
N -2.3283 -2.1435 -0.9535
H -2.1920 2.1896 -5.3431
H -0.9056 2.2740 -4.1089
H -2.5966 2.3978 -3.6148
H -2.0417 -0.1914 -6.1932
H -2.3202 -2.6145 -5.0191
H -3.3212 -3.8768 -3.6534
H -3.9511 -5.4936 -1.9166
H -3.5704 -4.8907 0.4966
H -2.5220 -2.7020 1.0039
C 2.6326 4.7315 3.4828
C 3.3429 4.1052 2.4720
C 2.6687 3.5122 1.4206
C 1.2809 3.5576 1.3535
C 0.5770 4.1887 2.3703
C 1.2498 4.7715 3.4303
As 0.3554 2.5705 -0.0656
C -1.3721 3.4530 -0.0603
C -2.4431 3.1870 0.7739
C -3.6528 3.8354 0.5821
C -3.7892 4.7575 -0.4424
C -2.7293 5.0271 -1.2877
C -1.5189 4.3703 -1.1113
C -0.3507 4.5063 -1.9723
C -0.2566 5.3265 -3.0897
C 0.8873 5.3123 -3.8666
C 1.9499 4.4893 -3.5347
C 1.8745 3.6822 -2.4105
C 0.7373 3.6910 -1.6222
H 3.1590 5.1831 4.3103
H 4.4224 4.0721 2.5063
H 3.2314 3.0137 0.6381
H -0.5055 4.2285 2.3321
H 0.6960 5.2572 4.2204
H -2.3419 2.4562 1.5684
H -4.4934 3.6145 1.2235
H -4.7321 5.2614 -0.5888
H -2.8518 5.7395 -2.0898
H -1.0748 5.9750 -3.3601
H 0.9491 5.9402 -4.7420
H 2.8350 4.4743 -4.1526
H 2.7073 3.0401 -2.1516

***

No. 10
31
Properties=species:S:1:pos:R:3 method="wB97M-V/def2-TZVPD" spin_multiplicity=3 de_lowest_kj_mol=51.9 lumo_ev="0.47 / -3.87" s2=2.0140
C 0.6887 0.2366 0.4948
C 3.1464 -1.2217 0.2359
C 0.6950 -1.2850 0.1989
C -0.4432 -1.8682 1.0512
C 0.5932 -1.8096 -1.1856
C -1.5726 0.6931 -0.7880
C 0.1664 2.3885 -0.2902
C -1.2595 1.2558 1.5613
C -0.5028 1.1262 0.2380
N 2.5657 1.1881 -1.3566
O 1.5975 0.6438 1.1771
O 4.6054 1.1148 0.2125
O 1.9434 -1.7117 0.7898
S 3.3474 0.6467 -0.3174
H 3.9171 -1.4409 0.9313
H 3.5086 -1.6234 -0.7723
H -0.6002 -2.8782 0.8642
H -1.3454 -1.4240 0.5471
H -0.2681 -1.5710 2.0062
H 1.3328 -1.3669 -1.8017
H -0.4146 -1.8742 -1.6847
H 0.7842 -2.8928 -1.2549
H -1.2025 0.3202 -1.7199
H -2.1057 -0.1321 -0.5459
H -2.1772 1.5948 -0.9145
H -0.5260 3.1986 -0.2797
H 0.4311 2.2372 -1.3536
H 0.9304 2.7288 0.4482
H -2.1244 1.8762 1.2763
H -0.6784 1.7846 2.3178
H -1.4541 0.2257 1.9722

***

| no. | calculated total energy (Eh) |
| --- | --- |
| 1 | -648.74997 |
| 2 | -198.87009 |
| 3 | -3185.92728 |
| 4 | -3564.56786 |
| 5 | -1595.14074 |
| 6 | -3816.40597 |
| 7 | -955.99854 |
| 8 | -553.36786 |
| 9 | -4970.01727 |
| 10 | -1031.45529 |